ORCA calculation (ωB97M-V with the def2-TZVPD basis set) on a cluster of 14 separate species, C64H169N13O20 in total in a non-equilibrium geometry.

Results
frontier orbital gap: 8.944 eV
E: -4755.9050 a.u.
HOMO: -8.491 eV

ORCA input file:
```
! RIJCOSX wB97M-V def2-TZVPD def2/J DEFGRID3
* xyz 0 1
C -1.12580 8.23804 2.34250
O -0.31213 7.13723 2.48914
C 0.47589 7.17180 3.70840
C 1.36823 5.90907 3.68175
N 0.48671 4.75493 3.82459
C 1.18612 3.48171 3.43406
C 0.14105 2.54265 2.94610
O -0.55974 3.15035 1.84059
C -1.93679 3.03846 1.98374
H -0.78449 8.85254 1.54789
H -1.40871 8.74895 3.26528
H -2.04490 7.91667 1.91908
H -0.14329 7.19238 4.57571
H 1.12029 8.04339 3.82802
H 2.08626 5.97755 4.45317
H 1.94250 5.84138 2.75868
H -0.31386 4.95600 3.22768
H 1.64100 3.02794 4.35001
H 1.87824 3.66672 2.58550
H -0.62723 2.31536 3.70594
H 0.60789 1.69369 2.49732
H -2.40201 3.56216 1.18536
H -2.26908 3.70556 2.74233
H -2.31280 2.00198 1.95270
C 3.16410 -10.19456 -4.81076
O 4.46188 -9.82587 -5.17474
C 4.41486 -8.63117 -5.99193
C 5.79712 -8.02045 -6.06277
N 6.29130 -7.49974 -4.77185
C 5.76276 -6.21360 -4.35045
C 5.19573 -6.38296 -2.96262
O 5.03185 -5.03974 -2.52709
C 4.80885 -4.85710 -1.18275
H 2.66497 -9.39879 -4.28560
H 3.27305 -11.00818 -4.09931
H 2.60970 -10.49453 -5.63899
H 3.73200 -7.87994 -5.61096
H 4.01481 -8.87066 -6.98775
H 5.76186 -7.11374 -6.75002
H 6.50197 -8.70575 -6.44061
H 7.26504 -7.49049 -4.86186
H 4.94663 -5.85062 -4.98888
H 6.53282 -5.44140 -4.38752
H 5.98553 -6.73002 -2.33017
H 4.36927 -6.99076 -2.95944
H 5.02576 -3.79957 -0.88323
H 5.41830 -5.56513 -0.53165
H 3.72265 -4.91322 -0.95726
C 4.25556 1.10219 -6.65798
O 4.00466 0.57316 -5.43322
C 4.15562 1.49055 -4.33383
C 4.33973 0.67598 -3.04165
N 5.54022 -0.07077 -3.07121
C 5.68459 -1.02455 -1.97805
C 6.31898 -0.41060 -0.73366
O 6.60061 -1.36729 0.21160
C 7.41897 -0.81048 1.27570
H 5.16739 1.65024 -6.75637
H 3.39006 1.76394 -6.90698
H 4.16525 0.32159 -7.38699
H 3.28706 2.12989 -4.10674
H 4.95850 2.14321 -4.56030
H 3.45248 0.04709 -2.95094
H 4.30522 1.41075 -2.26434
H 5.59802 -0.56639 -3.95354
H 6.46340 -1.74434 -2.30641
H 4.80086 -1.65838 -1.87560
H 5.72078 0.43078 -0.29090
H 7.24873 0.01141 -1.07948
H 8.29758 -0.40996 0.83708
H 7.64325 -1.67739 1.91366
H 7.00728 -0.01195 1.93209
C -2.58636 -4.92563 -0.23715
O -1.34634 -4.66573 0.41058
C -0.46881 -5.83171 0.25770
C 0.78646 -5.62344 1.11201
N 0.49426 -5.45426 2.52454
C 0.16125 -6.77617 3.24883
C -0.36654 -6.38859 4.65910
O -1.58756 -5.63767 4.53006
C -2.14651 -5.28545 5.79199
H -3.23926 -5.64181 0.29840
H -2.53433 -5.24573 -1.32465
H -3.07259 -3.93993 -0.23759
H -0.17244 -5.91972 -0.81527
H -0.96139 -6.77795 0.49093
H 1.28641 -4.67658 0.85544
H 1.44875 -6.50721 1.08571
H -0.35869 -4.87439 2.63525
H 1.11812 -7.29777 3.39006
H -0.57262 -7.41406 2.78601
H 0.37074 -5.79418 5.09904
H -0.57120 -7.31847 5.24927
H -2.39167 -6.18114 6.40254
H -3.06598 -4.72725 5.55675
H -1.54343 -4.58318 6.38111
C -1.64961 2.81608 6.60204
O -1.89018 1.45954 6.87305
C -1.43645 0.65087 5.80556
C -1.62900 -0.85446 6.15679
N -0.45195 -1.44208 6.73727
C 0.25383 -0.57324 7.68733
C 1.43134 -1.30697 8.22769
O 2.35496 -1.31662 7.23010
C 3.28067 -2.41558 7.16893
H -1.58022 3.07470 5.48846
H -0.70259 3.05496 7.10867
H -2.39749 3.43190 7.12076
H -0.38215 0.80280 5.58413
H -2.03217 0.90942 4.85594
H -1.88645 -1.46102 5.27484
H -2.55979 -0.94083 6.77136
H 0.21782 -1.72606 6.01177
H -0.35836 -0.25649 8.50097
H 0.69822 0.29691 7.22341
H 1.04414 -2.25841 8.52691
H 1.87975 -0.84359 9.12194
H 2.79212 -3.37517 6.91030
H 3.72865 -2.65919 8.16282
H 4.09296 -2.24422 6.44583
C 3.93031 5.61136 -4.11683
O 3.02750 5.74044 -3.03920
C 3.08626 4.62316 -2.18931
C 2.20698 5.04713 -1.00671
N 0.83289 5.30620 -1.49998
C 0.10456 5.83897 -0.33041
C -1.39591 6.00928 -0.58116
O -1.54871 7.27499 -1.17459
C -2.86572 7.74626 -1.50898
H 3.68935 4.63169 -4.64253
H 4.93281 5.50610 -3.78052
H 3.76015 6.47817 -4.72510
H 4.09335 4.62105 -1.77058
H 2.79958 3.71049 -2.70222
H 2.66162 5.96236 -0.63999
H 2.21696 4.18676 -0.25535
H 0.95547 6.01691 -2.22524
H 0.53985 6.83515 -0.04981
H 0.17053 5.15619 0.54705
H -1.93658 5.82938 0.38618
H -1.71064 5.19063 -1.22965
H -2.73667 8.54001 -2.23315
H -3.47164 8.11697 -0.67808
H -3.43330 6.94862 -1.96935
C -4.88821 1.08621 -0.94005
C -4.68141 2.12312 -2.06816
C -5.86308 2.78038 -2.71252
O -5.28758 3.50389 -3.79405
C -6.21804 3.97785 -4.69682
N -3.80479 3.20213 -1.45177
H -5.27772 1.48699 -0.02545
H -3.91320 0.66626 -0.77522
H -5.51741 0.26476 -1.25746
H -4.08245 1.66853 -2.92919
H -6.38449 3.44759 -2.10824
H -6.60163 2.00850 -3.06555
H -6.20541 5.06889 -4.61785
H -7.26452 3.60874 -4.44917
H -5.97477 3.58668 -5.69150
H -3.02766 2.73870 -0.99481
H -3.35432 3.69376 -2.20597
C 3.66681 -2.98592 2.09349
C 3.31882 -2.59629 3.49724
C 3.65985 -1.15617 3.75266
O 4.92243 -1.19113 4.42782
C 5.18069 0.06239 5.03994
N 1.86782 -2.78779 3.80837
H 4.64759 -2.68482 1.87782
H 2.96025 -2.49517 1.48360
H 3.54700 -4.02985 1.98294
H 3.88569 -3.16808 4.25216
H 2.84357 -0.67408 4.32354
H 3.73807 -0.66115 2.76795
H 6.22726 0.13382 5.34063
H 4.61093 0.14870 5.94328
H 5.00533 0.94846 4.35005
H 1.80076 -2.65769 4.79266
H 1.51415 -3.71756 3.66928
C -0.97708 0.62005 -4.73889
C -1.13195 1.72379 -5.80527
C -2.14406 1.15346 -6.77605
O -2.37357 2.08037 -7.90162
C -3.32929 1.62306 -8.80974
N -1.57672 2.92595 -5.08622
H -1.96913 0.43155 -4.36834
H -0.39691 0.99713 -3.87877
H -0.63074 -0.32328 -5.15063
H -0.23334 1.98805 -6.35848
H -3.07341 0.80966 -6.26971
H -1.62887 0.24901 -7.29443
H -3.49247 2.38534 -9.52073
H -4.29482 1.34444 -8.35264
H -3.02796 0.77140 -9.48718
H -1.56178 3.68261 -5.77112
H -2.54181 2.81357 -4.80030
C 3.19581 -3.14525 -7.33394
C 2.95984 -2.35538 -6.06219
C 1.59956 -2.73904 -5.54163
O 1.58328 -4.13858 -5.33186
C 0.30621 -4.38460 -4.75344
N 3.99240 -2.61625 -5.05742
H 3.08494 -4.22405 -7.15539
H 4.21932 -3.04198 -7.64341
H 2.56376 -2.81365 -8.12147
H 2.99296 -1.30284 -6.33424
H 0.75967 -2.53634 -6.20818
H 1.27401 -2.14761 -4.66771
H 0.28108 -3.96456 -3.74926
H 0.12323 -5.47689 -4.71016
H -0.43744 -3.90883 -5.41163
H 3.82220 -3.43922 -4.56424
H 4.10768 -1.82911 -4.40092
C -5.43553 4.04450 3.05632
C -6.40885 4.66342 2.00672
C -7.36104 5.69626 2.56386
O -8.33341 5.00501 3.32188
C -9.34693 5.69769 3.92818
N -5.58467 5.21279 0.95517
H -5.07642 4.80620 3.70027
H -4.67537 3.48601 2.54770
H -5.99580 3.32228 3.70182
H -7.02759 3.85636 1.72712
H -7.81100 6.17845 1.69858
H -6.73132 6.38524 3.17041
H -10.10227 4.95393 4.23169
H -9.80697 6.43391 3.22956
H -8.85678 6.27621 4.78211
H -4.90551 4.52982 0.63595
H -6.09980 5.46725 0.10706
C -5.49872 -2.23624 1.74390
C -4.67388 -1.76543 2.94737
C -5.58701 -1.22012 3.98683
O -6.71159 -0.61709 3.38995
C -7.33059 0.32293 4.17608
N -3.89714 -2.79795 3.65803
H -5.96553 -1.36953 1.32883
H -6.19096 -3.00332 2.08189
H -4.77539 -2.59590 0.92254
H -3.95849 -1.03171 2.57140
H -5.04040 -0.47680 4.57618
H -5.99043 -2.07764 4.60167
H -8.04692 0.88546 3.60070
H -6.64956 1.06094 4.62771
H -7.92956 -0.26812 4.92730
H -4.52589 -3.58729 3.84513
H -3.23940 -3.32287 3.08251
C 0.89597 -0.17678 -1.21940
C -0.55914 0.02102 -0.92182
C -0.99958 -0.92765 0.17200
O -0.34695 -0.58183 1.38845
C -0.90828 -1.06786 2.59173
N -0.92600 1.42656 -0.73961
H 1.16524 -1.20526 -1.41823
H 1.30759 0.09118 -0.21936
H 1.25631 0.56361 -1.95851
H -1.19120 -0.43426 -1.68081
H -0.69608 -1.95349 -0.19537
H -2.11166 -0.90943 0.16796
H -0.97855 -2.16381 2.67990
H -1.85087 -0.59191 2.82543
H -0.20431 -0.60406 3.28649
H -0.41326 1.75011 0.05821
H -0.54865 2.04860 -1.40752
O 0.57619 3.00120 -3.06342
H -0.19135 3.14668 -3.65680
H 0.52200 3.76942 -2.43542
*
```